This record from the OMol25 dataset describes a molecular structure, C53H50DyN8O4Te at a distorted geometry. The level of theory is ωB97M-V/def2-TZVPD.

## Properties
orbital gap (alpha / beta): 5.911 / 5.912 eV
maximum force: 3.4 eV/A
HOMO (alpha / beta): -8.2710 / -8.2725 eV
E: -3941.6205 a.u.

```
! wB97M-V def2-TZVPD RIJCOSX def2/J DEFGRID3
* xyz 1 6
Dy -1.3034 0.6811 -0.1498
C -3.9298 -2.7506 -2.2265
C -3.1960 -2.0342 -1.3020
N -3.1866 -0.7011 -1.2351
C -3.8317 -0.0185 -2.2268
C -4.5384 -0.6720 -3.2842
C -4.6647 -2.0702 -3.2064
C -5.2270 0.1519 -4.3197
C -5.0560 1.5323 -4.3597
C -4.3852 2.1578 -3.2851
C -3.8263 1.4658 -2.1990
N -3.1174 2.0148 -1.1994
C -2.9887 3.4084 -0.9878
C -4.0154 4.3243 -1.1452
C -3.8289 5.7304 -0.9622
C -2.6442 6.1857 -0.4649
C -1.5978 5.3042 -0.1148
C -0.3803 5.7513 0.4686
C 0.5757 4.8497 0.8239
C 0.3723 3.5332 0.3825
N -0.7510 3.0946 -0.1564
C -1.7757 3.9099 -0.3680
H -3.8344 -3.8074 -2.3321
H -2.5613 -2.5158 -0.5595
H -5.3028 -2.6241 -3.8732
H -5.6765 -0.4787 -5.0993
H -5.5138 2.0627 -5.2238
H -4.4085 3.2617 -3.2923
H -5.0004 4.0395 -1.4166
H -4.6423 6.4276 -1.1778
H -2.5472 7.2428 -0.2427
H -0.1366 6.7995 0.5506
H 1.3369 5.2107 1.5567
H 1.1456 2.7593 0.5441
N 0.6037 -2.1856 -2.0947
C 1.1041 -1.3719 -3.1145
C 1.1678 -2.2388 -4.4602
C 1.4717 -1.5751 -5.8132
C 2.9790 -1.4159 -6.1720
N 3.7006 -0.4633 -5.3467
C 3.4537 0.8424 -5.5311
N 2.7987 1.3510 -6.5989
N 3.9882 1.6751 -4.5951
C 0.3223 -0.0554 -3.0703
O 0.2912 0.7113 -4.0060
O -0.2242 0.0944 -1.8783
H 0.7734 -1.8553 -1.1427
H 0.8132 -3.1831 -2.1322
H 2.1986 -1.0940 -2.9290
H 0.1303 -2.7658 -4.5498
H 1.9667 -3.0163 -4.3560
H 0.9682 -0.5945 -5.8997
H 1.0070 -2.1018 -6.6224
H 2.9567 -1.0646 -7.2298
H 3.5440 -2.4035 -6.1153
H 4.0382 -0.7698 -4.4065
H 2.6502 0.6289 -7.3641
H 2.8166 2.3071 -6.9281
H 4.1565 1.3949 -3.6312
H 3.8298 2.6595 -4.6949
C 4.6206 -0.0311 4.2216
C 3.2922 -0.3324 3.5231
C 3.0954 -1.5323 2.8243
C 2.0131 -1.7849 1.9995
C 1.9816 -2.9945 1.1466
O 0.9699 -3.6764 0.8939
C 3.2185 -3.5050 0.5711
C 3.1692 -4.8357 0.0406
C 4.2625 -5.3576 -0.6101
C 5.5013 -4.7028 -0.5364
C 5.5266 -3.3886 -0.1518
C 4.4107 -2.8121 0.4639
C 1.0109 -0.7214 1.8776
O 0.2522 -0.6378 0.8090
C 1.0581 0.3810 2.7834
C 2.2970 0.5980 3.5053
C -0.1553 1.2701 3.0241
N -1.1800 1.3596 2.2180
C -2.5326 1.6853 2.7298
C -3.0645 0.4473 3.4312
Te -3.3842 -1.2240 1.9619
C -2.5884 -2.7161 3.1969
C -2.9262 -3.1625 4.4759
C -2.3873 -4.3372 4.9429
C -1.3641 -4.9773 4.2482
C -0.7884 -4.4000 3.1313
C -1.4207 -3.2708 2.5758
C -0.1681 2.1575 4.2028
C -0.3850 3.5157 4.0839
C -0.4902 4.3969 5.2289
C -0.3639 3.8999 6.5416
C -0.0661 2.5133 6.6825
C 0.0508 1.6776 5.5708
H 4.7858 -0.7606 5.0663
H 4.7223 0.9744 4.5675
H 5.4435 -0.1637 3.4462
H 3.7973 -2.3440 2.9216
H 2.2405 -5.4350 0.0868
H 4.1674 -6.3662 -1.0326
H 6.4172 -5.1702 -0.7842
H 6.4966 -2.8596 -0.1766
H 4.5364 -1.8141 0.8920
H 2.4248 1.5703 4.0421
H -3.1687 1.8015 1.8433
H -2.5176 2.6431 3.3348
H -4.0652 0.6865 3.8570
H -2.4518 -0.0488 4.1425
H -3.5446 -2.4756 5.0403
H -2.7598 -4.7601 5.8670
H -0.9791 -5.9584 4.5443
H 0.1474 -4.7778 2.7464
H -0.9198 -2.8050 1.7447
H -0.5923 4.0294 3.1593
H -0.5692 5.4700 5.0593
H -0.4337 4.4839 7.4253
H 0.0763 2.2147 7.7277
H 0.2124 0.6275 5.6382
*
```

Löwdin atomic charge list, values in e, 6 entries:
1. Dy 1.5856
2. C -0.0373
3. C -0.1998
4. N -0.0528
5. C -0.1420
6. C -0.1356